Entry 1:
A cluster of 5 separate species, C24H63N4O9 in total in a non-equilibrium geometry, computed with the ωB97M-V functional and the def2-TZVPD basis.

Last columns: bonded neighbours and bond lengths (Å).
Cartesian coordinates (Å):
1 H 2.15 17.30 29.76  C64 0.946
2 H 5.28 13.54 30.04  O8 0.982
3 O 10.31 19.11 38.24  C52 1.477, C100 1.429
4 H 8.04 16.52 34.65  C72 1.188
5 C 4.44 16.41 33.22  C28 1.506, N53 1.404, H59 1.105, H76 0.996
6 H 7.16 10.67 29.61  C10 0.948
7 O 7.30 15.77 30.29  C85 1.433, C99 1.447
8 O 4.79 14.29 30.44  H2 0.982, H22 0.854, H70 1.027
9 H 7.39 15.62 36.16  C72 1.035
10 C 6.47 11.07 30.11  H6 0.948, H39 1.155, O82 1.378, H95 1.030
11 H 6.14 13.87 26.30  C66 1.141
12 H 8.39 17.84 37.07  C67 1.030
13 C 2.75 11.12 28.65  C19 1.636, H60 0.941, H68 1.068, O69 1.489
14 H 1.26 15.76 29.74  C64 1.194
15 H 1.33 10.84 31.47  C97 1.157
16 H 4.42 14.69 34.19  C28 1.098
17 H 4.12 13.55 24.69  C29 1.108
18 H 6.60 18.16 32.65  C94 1.225
19 C 1.99 11.55 27.27  C13 1.636, H44 1.064, N45 1.376, H78 1.052
20 H 4.14 13.26 27.33  N36 1.068
21 C 6.28 12.34 28.09  H48 1.116, C66 1.520, H74 1.182, O82 1.520
22 H 4.18 14.65 29.96  O8 0.854
23 H 5.67 17.70 30.92  C94 1.163
24 H 11.46 17.32 37.75  C52 1.151
25 H 8.49 13.40 32.25  C56 0.928
26 H 1.54 13.48 25.46  C98 1.086
27 H 9.53 18.11 35.76  C67 1.164
28 C 3.65 15.18 33.58  C5 1.506, H16 1.098, O51 1.360, H63 0.955
29 C 3.22 13.04 24.29  H17 1.108, H62 1.254, O92 1.432, C98 1.483
30 H 2.21 15.14 27.41  C46 1.164
31 H 12.14 19.53 37.15  C100 1.202
32 H 1.27 13.99 33.78  C89 1.189
33 H 1.58 11.78 24.84  C98 1.093
34 H 8.38 14.25 29.56  C85 1.137
35 H 8.13 16.22 32.12  C99 1.236
36 N 4.65 14.10 27.76  H20 1.068, C66 1.498, C86 1.410
37 H 6.26 15.58 32.87  N53 1.004
38 H 3.10 15.27 21.76  C49 1.196
39 H 6.86 11.24 31.19  C10 1.155
40 H 5.31 16.04 27.37  C86 1.162
41 H 8.82 15.95 28.91  C85 1.018
42 O 3.13 15.90 29.15  C46 1.431, C64 1.193
43 H 9.54 14.52 33.96  C96 1.148
44 H 1.56 12.45 27.63  C19 1.064
45 N 2.95 12.07 26.44  C19 1.376, H57 1.077, C98 1.524
46 C 2.99 15.95 27.73  H30 1.164, O42 1.431, C86 1.559, H93 1.047
47 H 6.88 14.32 27.82  C66 1.118
48 H 7.21 11.84 27.73  C21 1.116
49 C 3.58 14.80 22.75  H38 1.196, H81 1.137, H84 1.202, O92 1.354
50 H 0.82 15.08 34.99  C89 1.081
51 O 2.49 15.64 34.14  C28 1.360, C89 1.215
52 C 10.38 17.72 37.77  O3 1.477, H24 1.151, H65 1.044, C67 1.555
53 N 5.55 16.11 32.41  C5 1.404, H37 1.004, C94 1.483
54 H 10.57 20.26 36.55  C100 1.037
55 H 7.60 12.27 33.30  C56 1.252
56 C 7.70 13.38 32.72  H25 0.928, H55 1.252, O75 1.264, H87 0.945
57 H 3.52 11.35 25.88  N45 1.077
58 H 8.40 13.58 35.00  C96 1.041
59 H 4.81 17.11 33.99  C5 1.105
60 H 3.36 11.82 28.69  C13 0.941
61 H 2.50 16.37 30.88  C64 1.052
62 H 3.49 12.06 23.56  C29 1.254
63 H 3.59 14.59 32.84  C28 0.955
64 C 2.28 16.37 29.85  H1 0.946, H14 1.194, O42 1.193, H61 1.052
65 H 10.22 17.28 38.70  C52 1.044
66 C 6.05 13.68 27.42  H11 1.141, C21 1.520, N36 1.498, H47 1.118
67 C 9.28 17.47 36.70  H12 1.030, H27 1.164, C52 1.555, N80 1.447
68 H 3.35 10.24 28.53  C13 1.068
69 O 1.71 10.87 29.69  C13 1.489, C97 1.281
70 H 5.36 15.14 30.42  O8 1.027
71 H 9.45 15.41 30.48  C85 1.184
72 C 8.17 15.69 35.49  H4 1.188, H9 1.035, N80 1.469, C96 1.579
73 H 11.14 20.92 37.83  C100 1.006
74 H 5.61 11.49 27.61  C21 1.182
75 O 7.70 14.46 33.38  C56 1.264, C96 1.425
76 H 3.73 16.88 32.71  C5 0.996
77 H 9.55 15.60 36.89  N80 0.921
78 H 1.26 10.92 26.84  C19 1.052
79 H 8.15 17.63 30.57  C99 1.231
80 N 9.40 16.13 36.16  C67 1.447, C72 1.469, H77 0.921
81 H 4.38 14.21 22.20  C49 1.137
82 O 6.26 12.34 29.61  C10 1.378, C21 1.520
83 H 2.22 9.46 30.82  C97 1.092
84 H 4.18 15.45 23.56  C49 1.202
85 C 8.55 15.37 29.71  O7 1.433, H34 1.137, H41 1.018, H71 1.184
86 C 4.36 15.38 27.26  N36 1.410, H40 1.162, C46 1.559, H88 1.110
87 H 7.14 13.30 31.96  C56 0.945
88 H 4.62 15.50 26.19  C86 1.110
89 C 1.74 14.77 34.54  H32 1.189, H50 1.081, O51 1.215, H91 1.094
90 H 2.84 11.06 31.19  C97 0.871
91 H 2.26 14.25 35.35  C89 1.094
92 O 2.69 14.00 23.37  C29 1.432, C49 1.354
93 H 2.68 16.84 27.26  C46 1.047
94 C 6.25 17.30 31.86  H18 1.225, H23 1.163, N53 1.483, C99 1.473
95 H 5.68 10.44 29.94  C10 1.030
96 C 8.54 14.49 34.53  H43 1.148, H58 1.041, C72 1.579, O75 1.425
97 C 2.24 10.55 30.81  H15 1.157, O69 1.281, H83 1.092, H90 0.871
98 C 2.16 12.61 25.24  H26 1.086, C29 1.483, H33 1.093, N45 1.524
99 C 7.51 16.83 31.25  O7 1.447, H35 1.236, H79 1.231, C94 1.473
100 C 11.07 20.00 37.42  O3 1.429, H31 1.202, H54 1.037, H73 1.006

energy relative to the best compared isomer or geometry (same formula, charge and spin)	19.2988	eV
total energy	-50268.0779	eV
charge	+1
Kohn-Sham gap	9.56	eV

---

Entry 2:
A cluster of 10 separate species, C24H64BBr3O9S in total, computed with the ωB97M-V functional and the def2-TZVPD basis.

Last columns: bonded neighbours and bond lengths (Å).
Cartesian coordinates (Å):
1 H 0.84 2.64 -2.49  C93 1.094
2 C 0.13 10.09 -2.07  C50 1.518, H64 1.091, H75 1.093, H78 1.091
3 O -2.24 1.81 -1.34  C59 1.424, H86 0.965
4 H 0.20 7.91 5.00  C69 1.091
5 H 1.64 4.43 -3.96  C58 1.087
6 H 5.04 -3.02 0.11  O79 0.962
7 Br -0.65 5.31 -3.37  C58 1.943
8 C -1.90 -1.40 1.19  H34 1.095, O45 1.431, C54 1.515, H100 1.089
9 H -0.73 -0.97 -6.13  C30 1.088
10 C 0.25 2.85 -4.54  H32 1.098, H41 1.090, C58 1.516, C93 1.554
11 H 4.74 -5.42 0.62  C29 1.090
12 O 5.99 4.23 -3.36  H85 0.963, C101 1.423
13 H -0.33 1.44 -2.93  C93 1.090
14 H 6.46 6.18 -3.11  C101 1.089
15 C 0.09 8.89 3.07  H47 1.095, C69 1.517, H95 1.089, O96 1.425
16 H -6.59 -8.10 4.36  C53 1.088
17 H -6.20 -6.79 2.37  C76 1.092
18 H -7.92 -6.81 6.02  C37 1.090
19 H -1.54 8.87 1.99  O96 0.962
20 S 3.42 1.80 -3.49  B94 1.837, H99 1.336
21 C 6.23 -8.31 3.26  H28 1.090, H40 1.093, H66 1.091, C97 1.517
22 H -8.49 -8.49 5.96  C37 1.091
23 H 0.42 0.35 -6.27  C30 1.089
24 H -5.46 0.83 -1.04  C61 1.091
25 O -3.00 -5.71 2.14  C33 1.426, H57 0.962
26 H -1.41 7.91 4.28  C69 1.093
27 O 5.37 -6.10 2.68  H60 0.962, C97 1.426
28 H 6.02 -8.68 2.26  C21 1.090
29 C 4.62 -5.52 -0.46  H11 1.090, H48 1.092, H72 1.092, C73 1.516
30 C -0.11 -0.29 -5.56  H9 1.088, H23 1.089, H38 1.090, C39 1.507
31 H -5.13 -7.46 6.68  O67 0.962
32 H 0.82 2.48 -5.40  C10 1.098
33 C -4.12 -6.55 1.83  O25 1.426, C76 1.516, H80 1.089, H82 1.095
34 H -0.83 -1.47 1.42  C8 1.095
35 H -5.16 -6.24 3.70  C76 1.090
36 H -3.57 1.06 -2.68  C59 1.090
37 C -7.65 -7.85 6.22  H18 1.090, H22 1.091, C53 1.517, H87 1.092
38 H -0.77 0.29 -4.91  C30 1.090
39 C 0.85 -1.09 -4.71  C30 1.507, Br63 1.887, C90 1.333
40 H 5.36 -8.54 3.89  C21 1.093
41 H -0.80 2.79 -4.84  C10 1.090
42 H 0.64 4.77 -5.38  C58 1.088
43 H -3.72 -2.47 1.63  C54 1.091
44 H -0.60 8.83 -0.48  C50 1.088
45 O -2.39 -0.12 1.59  C8 1.431, H68 0.962
46 H 3.62 5.22 -2.47  C74 1.093
47 H -0.08 9.89 3.49  C15 1.095
48 H 3.55 -5.44 -0.69  C29 1.092
49 H 5.25 -4.52 -2.27  C73 1.089
50 C -1.00 9.43 -1.29  C2 1.518, H44 1.088, O70 1.429, H91 1.090
51 H 4.21 6.88 -2.23  C74 1.091
52 H -4.38 1.41 0.24  C61 1.092
53 C -6.41 -8.22 5.42  H16 1.088, C37 1.517, O67 1.429, H88 1.095
54 C -2.65 -2.53 1.86  C8 1.515, H43 1.091, H56 1.094, H65 1.087
55 H 5.20 5.89 -4.31  C101 1.096
56 H -2.55 -2.47 2.95  C54 1.094
57 H -2.82 -5.80 3.08  O25 0.962
58 C 0.65 4.30 -4.40  H5 1.087, Br7 1.943, C10 1.516, H42 1.088
59 C -3.38 1.00 -1.61  O3 1.424, H36 1.090, C61 1.516, H84 1.096
60 H 4.60 -6.27 3.23  O27 0.962
61 C -4.59 1.46 -0.83  H24 1.091, H52 1.092, C59 1.516, H62 1.091
62 H -4.83 2.49 -1.07  C61 1.091
63 Br 0.84 -2.95 -5.02  C39 1.887
64 H 0.73 10.72 -1.42  C2 1.091
65 H -2.29 -3.51 1.54  C54 1.087
66 H 7.09 -8.84 3.66  C21 1.091
67 O -5.31 -7.37 5.74  H31 0.962, C53 1.429
68 H -2.28 -0.04 2.54  O45 0.962
69 C -0.35 7.82 4.06  H4 1.091, C15 1.517, H26 1.093, H71 1.090
70 O -1.82 8.62 -2.14  C50 1.429, H98 0.962
71 H -0.17 6.83 3.64  C69 1.090
72 H 4.96 -6.51 -0.75  C29 1.092
73 C 5.38 -4.44 -1.19  C29 1.516, H49 1.089, H77 1.096, O79 1.426
74 C 4.51 5.83 -2.26  H46 1.093, H51 1.091, C101 1.518, H102 1.090
75 H 0.78 9.33 -2.51  C2 1.093
76 C -5.35 -6.15 2.63  H17 1.092, C33 1.516, H35 1.090, H81 1.091
77 H 6.46 -4.52 -0.97  C73 1.096
78 H -0.27 10.70 -2.88  C2 1.091
79 O 4.93 -3.13 -0.84  H6 0.962, C73 1.426
80 H -4.30 -6.44 0.76  C33 1.089
81 H -5.62 -5.11 2.43  C76 1.091
82 H -3.86 -7.59 2.03  C33 1.095
83 H 6.70 -6.44 4.23  C97 1.095
84 H -3.14 -0.05 -1.37  C59 1.096
85 H 5.22 3.70 -3.57  O12 0.963
86 H -2.06 1.73 -0.40  O3 0.965
87 H -7.46 -7.94 7.29  C37 1.092
88 H -6.13 -9.26 5.61  C53 1.095
89 Br 2.84 -1.58 -2.75  C90 1.900
90 C 1.66 -0.53 -3.81  C39 1.333, Br89 1.900, B94 1.562
91 H -1.66 10.19 -0.86  C50 1.090
92 H 7.33 -6.58 2.58  C97 1.089
93 C 0.55 1.97 -3.30  H1 1.094, C10 1.554, H13 1.090, B94 1.565
94 B 1.76 1.01 -3.54  S20 1.837, C90 1.562, C93 1.565
95 H 1.15 8.79 2.84  C15 1.089
96 O -0.60 8.77 1.82  C15 1.425, H19 0.962
97 C 6.48 -6.81 3.22  C21 1.517, O27 1.426, H83 1.095, H92 1.089
98 H -1.26 7.94 -2.51  O70 0.962
99 H 4.15 0.85 -2.91  S20 1.336
100 H -2.02 -1.45 0.11  C8 1.089
101 C 5.57 5.59 -3.32  O12 1.423, H14 1.089, H55 1.096, C74 1.518
102 H 4.88 5.54 -1.28  C74 1.090

SMILES	C/C(Br)=C(/Br)B(S)CCCBr.CCO.CCO.CCO.CCO.CCO.CCO.CCO.CCO.CCO
total energy	-265990.5860	eV
Kohn-Sham gap	9.01	eV

---

Entry 3:
A cluster of 9 separate species, C24H64ClO12 in total in a non-equilibrium geometry, computed with the ωB97M-V functional and the def2-TZVPD basis.

Last columns: bonded neighbours and bond lengths (Å).
Cartesian coordinates (Å):
1 H 2.70 -2.67 -1.95  C42 1.097
2 H -2.35 0.01 -4.02  C39 1.090
3 H -1.09 -2.13 2.30  C86 1.091
4 H 3.81 1.96 0.61  C66 1.099
5 H -0.50 0.32 7.07  C75 1.098
6 H -2.10 -3.40 3.03  C86 1.093
7 Cl -0.22 0.35 0.07  O27 1.443, O37 1.440, O40 1.442, O45 1.440
8 H -2.76 -2.39 1.71  C86 1.088
9 H -0.51 0.75 4.01  C38 1.090
10 H -0.53 3.50 3.03  C28 1.090
11 O 1.63 0.36 -3.38  H35 0.966, C69 1.416
12 H 3.07 1.89 -1.69  C16 1.093
13 H -6.04 -1.12 -3.10  C51 1.093
14 H -3.29 -1.52 -1.73  C60 1.097
15 H 2.93 -0.29 0.98  O80 0.965
16 C 3.52 1.71 -2.67  H12 1.093, H55 1.097, H64 1.093, C69 1.505
17 H -3.80 -0.15 -0.30  O101 0.964
18 H -3.18 4.05 1.02  C82 1.092
19 H 2.21 1.72 2.45  C95 1.092
20 H 1.43 1.94 5.42  C85 1.090
21 H -3.47 3.32 -3.17  C83 1.092
22 C -1.29 -3.87 1.09  C73 1.533, C86 1.534, O96 1.424, H100 1.098
23 H 4.28 -3.53 -2.08  C42 1.090
24 H 1.49 -2.91 -0.02  O62 0.969
25 H 3.46 2.90 2.76  C95 1.092
26 C -4.95 -2.80 -1.30  H29 1.091, C60 1.530, H78 1.098, H98 1.088
27 O 0.01 1.45 -0.84  Cl7 1.443
28 C -0.88 4.48 2.73  H10 1.090, H70 1.095, C71 1.526, H79 1.092
29 H -6.03 -2.78 -1.20  C26 1.091
30 C 2.26 -5.26 -1.02  H72 1.087, C90 1.518, H93 1.094, H94 1.095
31 C 3.67 0.03 -4.58  H49 1.089, C69 1.516, H74 1.093, H88 1.092
32 O -1.52 2.23 -5.65  C33 1.442, H77 0.958
33 C -2.49 2.09 -4.60  O32 1.442, C39 1.518, H67 1.101, C83 1.508
34 H -0.91 -2.33 -0.11  O96 0.968
35 H 1.28 0.39 -2.48  O11 0.966
36 H 0.15 3.14 0.53  O92 0.965
37 O 0.69 -0.72 -0.25  Cl7 1.440
38 C -0.83 0.24 4.92  H9 1.090, H52 1.095, H57 1.093, C75 1.526
39 C -2.07 0.99 -3.64  H2 1.090, C33 1.518, H65 1.094, H87 1.090
40 O 0.01 0.84 1.41  Cl7 1.442
41 C 5.57 1.42 1.69  H48 1.096, C66 1.512, H76 1.089, H89 1.092
42 C 3.55 -3.10 -1.40  H1 1.097, H23 1.090, H47 1.092, C90 1.525
43 O -0.97 2.19 6.26  H46 0.958, C75 1.426
44 H -1.75 -5.79 0.11  C73 1.092
45 O -1.58 -0.12 -0.04  Cl7 1.440
46 H -1.87 2.11 5.95  O43 0.958
47 H 4.02 -2.25 -0.89  C42 1.092
48 H 5.89 2.46 1.75  C41 1.096
49 H 3.24 -0.91 -4.93  C31 1.089
50 H 1.50 1.57 7.14  C85 1.091
51 C -4.98 -0.88 -2.97  H13 1.093, C60 1.531, H63 1.095, H68 1.090
52 H -1.92 0.25 4.96  C38 1.095
53 H -2.19 3.61 -0.36  C82 1.093
54 H -2.97 4.25 -4.63  C83 1.088
55 H 3.26 2.57 -3.31  C16 1.097
56 H -3.14 -4.85 0.51  C73 1.091
57 H -0.56 -0.82 4.84  C38 1.093
58 H 1.73 0.26 5.98  C85 1.089
59 H -1.16 5.63 0.90  C71 1.091
60 C -4.38 -1.43 -1.67  H14 1.097, C26 1.530, C51 1.531, O101 1.429
61 H -1.82 3.77 -3.43  C83 1.097
62 O 2.13 -3.40 0.52  H24 0.969, C90 1.421
63 H -4.96 0.21 -2.87  C51 1.095
64 H 4.60 1.74 -2.49  C16 1.093
65 H -2.51 1.15 -2.65  C39 1.094
66 C 4.08 1.32 1.46  H4 1.099, C41 1.512, O80 1.417, C95 1.529
67 H -3.42 1.81 -5.12  C33 1.101
68 H -4.44 -1.09 -3.89  C51 1.090
69 C 3.04 0.41 -3.25  O11 1.416, C16 1.505, C31 1.516, H99 1.106
70 H -0.05 5.13 3.04  C28 1.095
71 C -1.02 4.59 1.21  C28 1.526, H59 1.091, C82 1.528, O92 1.421
72 H 2.87 -5.97 -1.58  C30 1.087
73 C -2.15 -5.12 0.88  C22 1.533, H44 1.092, H56 1.091, H81 1.092
74 H 3.51 0.80 -5.33  C31 1.093
75 C -0.31 0.93 6.17  H5 1.098, C38 1.526, O43 1.426, C85 1.528
76 H 6.16 1.02 0.87  C41 1.089
77 H -1.65 1.55 -6.32  O32 0.958
78 H -4.73 -3.52 -2.09  C26 1.098
79 H -1.81 4.79 3.21  C28 1.092
80 O 3.85 -0.03 1.09  H15 0.965, C66 1.417
81 H -2.17 -5.67 1.83  C73 1.092
82 C -2.18 3.72 0.73  H18 1.092, H53 1.093, C71 1.528, H97 1.094
83 C -2.72 3.43 -3.95  H21 1.092, C33 1.508, H54 1.088, H61 1.097
84 H 3.82 -4.44 0.23  C90 1.095
85 C 1.19 1.18 6.16  H20 1.090, H50 1.091, H58 1.089, C75 1.528
86 C -1.87 -2.88 2.10  H3 1.091, H6 1.093, H8 1.088, C22 1.534
87 H -0.99 0.99 -3.48  C39 1.090
88 H 4.74 -0.11 -4.45  C31 1.092
89 H 5.80 0.96 2.66  C41 1.092
90 C 2.99 -4.09 -0.38  C30 1.518, C42 1.525, O62 1.421, H84 1.095
91 H 3.51 1.34 3.60  C95 1.091
92 O 0.17 4.10 0.62  H36 0.965, C71 1.421
93 H 1.44 -4.84 -1.61  C30 1.094
94 H 1.79 -5.79 -0.19  C30 1.095
95 C 3.27 1.83 2.66  H19 1.092, H25 1.092, C66 1.529, H91 1.091
96 O -1.22 -3.24 -0.19  C22 1.424, H34 0.968
97 H -2.01 2.71 1.11  C82 1.094
98 H -4.46 -3.21 -0.41  C26 1.088
99 H 3.39 -0.32 -2.50  C69 1.106
100 H -0.28 -4.19 1.37  C22 1.098
101 O -4.64 -0.54 -0.58  H17 0.964, C60 1.429

energy relative to the best compared isomer or geometry (same formula, charge and spin)	0.0000	eV
total energy	-63014.0354	eV
charge	-1
Kohn-Sham gap	10.03	eV